Entry 1:
This record from OMol25 describes a cluster of 2 separate species, C34H39N2 in total in a non-equilibrium geometry. The level of theory is ωB97M-V/def2-TZVPD.

Element x y z (Å)
C 3.803 -0.710 -3.896
C 4.201 0.761 -3.712
C 3.633 1.206 -2.358
N 3.151 -0.002 -1.712
C 2.571 0.022 -0.458
C 1.691 1.018 -0.061
C 1.574 1.382 1.362
C 1.434 0.120 2.230
C 2.188 -1.072 1.741
C 2.897 -1.040 0.516
C 3.861 -2.037 0.288
C 3.878 -3.190 1.072
C 2.975 -3.323 2.141
C 2.156 -2.250 2.493
C 3.132 -1.161 -2.588
H 3.102 -0.827 -4.728
H 4.681 -1.333 -4.096
H 5.290 0.868 -3.699
H 3.805 1.391 -4.512
H 4.406 1.690 -1.739
H 2.820 1.939 -2.475
H 1.381 1.759 -0.797
H 2.476 1.915 1.721
H 0.717 2.050 1.509
H 1.709 0.351 3.273
H 0.375 -0.146 2.260
H 4.606 -1.894 -0.497
H 4.590 -3.985 0.846
H 2.932 -4.248 2.714
H 1.486 -2.310 3.355
H 2.098 -1.508 -2.763
H 3.668 -2.010 -2.147
C -3.766 -1.070 2.959
C -2.586 -0.231 3.454
C -2.961 0.503 4.747
C -1.408 -1.158 3.730
C -2.256 0.810 2.385
N -2.619 2.097 2.568
C -2.423 2.855 1.417
C -1.885 2.004 0.441
C -1.563 2.529 -0.808
C -1.829 3.882 -1.062
C -2.403 4.706 -0.079
C -2.695 4.197 1.194
C -1.749 0.676 1.050
C -1.173 -0.419 0.392
C -1.443 -0.731 -0.977
C -2.592 -0.248 -1.669
C -2.775 -0.523 -3.014
C -1.849 -1.302 -3.717
C -2.037 -1.502 -5.188
C -0.773 -1.879 -3.026
C -0.570 -1.603 -1.683
H -3.535 -1.545 1.998
H -3.997 -1.860 3.686
H -4.661 -0.450 2.829
H -2.162 1.182 5.067
H -3.901 1.059 4.642
H -3.107 -0.227 5.552
H -0.512 -0.588 4.006
H -1.652 -1.815 4.578
H -1.186 -1.800 2.869
H -2.994 2.499 3.421
H -1.125 1.883 -1.566
H -1.586 4.298 -2.040
H -2.620 5.748 -0.312
H -3.129 4.800 1.992
H -0.696 -1.206 0.978
H -3.332 0.351 -1.136
H -3.646 -0.126 -3.540
H -1.302 -2.207 -5.584
H -3.040 -1.887 -5.408
H -1.933 -0.552 -5.730
H -0.095 -2.551 -3.559
H 0.278 -2.028 -1.140

The value obtained for the HOMO energy is -0.358 hartree. The molar mass comes out at 475.700 g mol⁻¹. As for the calculated total energy: -38864.765 eV. The largest force on an atom comes out at 2.3 eV/Å. Its LUMO energy is -4.7025 eV. The calculation puts the HOMO-LUMO gap at 5.03 eV. The total charge is +1.

These are the Mulliken partial charges, in e, on atoms 1 to 2: atom 1 (C): -0.572, atom 2 (C): -0.623



Entry 2:
This record from OMol25 describes a cluster of 6 separate species, C34H39N4O6 in total in a non-equilibrium geometry. The level of theory is ωB97M-V/def2-TZVPD.

Element x y z (Å)
C -1.641 3.341 0.199
C -0.701 2.721 1.196
N -0.284 1.322 0.817
C 0.857 1.012 0.169
C 0.788 -0.352 -0.244
N -0.535 -0.694 0.130
C -1.115 0.312 0.810
C -1.047 -2.136 0.255
H -1.487 3.200 -0.755
H -1.565 4.386 0.243
H -2.707 3.119 0.121
H -0.646 2.869 2.229
H 0.167 3.223 1.074
H 1.609 1.757 0.055
H 1.547 -1.106 -0.874
H -1.966 -0.071 1.345
H -1.991 -2.138 -0.348
H -1.336 -2.267 1.308
H -0.531 -2.821 -0.310
N -4.732 0.937 1.276
C -5.141 -0.182 1.887
C -5.504 -1.376 1.321
C -5.155 -1.581 0.009
C -4.666 -0.590 -0.641
C -4.477 0.696 -0.084
H -5.088 -0.215 3.065
H -5.878 -2.125 1.968
H -5.345 -2.614 -0.439
H -4.332 -0.833 -1.571
H -4.266 1.420 -0.629
N 2.442 4.863 1.576
C 1.615 5.688 0.837
C 0.526 6.304 1.368
C 0.223 6.052 2.774
C 1.072 5.197 3.538
C 2.258 4.757 2.884
H 1.713 5.710 -0.154
H -0.261 6.830 0.818
H -0.697 6.494 3.171
H 0.686 4.813 4.666
H 2.901 4.067 3.505
C 1.770 -4.431 -2.521
C 2.344 -5.669 -1.822
C 3.657 -5.614 -1.390
C 4.427 -4.463 -1.593
C 3.805 -3.329 -2.191
C 2.473 -3.254 -2.668
O 1.966 -2.110 -3.177
O 4.102 -6.755 -0.883
H 0.611 -4.511 -2.785
H 1.796 -6.656 -1.540
H 5.550 -4.529 -1.197
H 4.292 -2.535 -2.379
H 2.588 -1.364 -2.900
H 5.124 -6.873 -1.043
C 2.638 -4.010 4.115
C 3.206 -2.674 3.672
C 3.195 -2.372 2.253
C 2.631 -3.355 1.465
C 1.957 -4.486 1.910
C 2.009 -4.802 3.214
O 1.458 -5.987 3.652
O 3.645 -1.270 1.843
H 2.936 -4.133 5.257
H 3.698 -2.038 4.517
H 2.485 -3.193 0.352
H 1.295 -5.103 1.181
H 0.817 -5.809 4.421
H 3.665 -1.423 0.917
C -0.842 2.018 -3.371
C -2.374 1.687 -3.408
C -3.199 2.756 -3.568
C -2.809 4.062 -3.587
C -1.381 4.372 -3.552
C -0.412 3.435 -3.454
O 0.872 3.735 -3.454
O -4.504 2.447 -3.670
H -0.207 1.152 -3.310
H -2.481 0.696 -3.448
H -3.371 5.032 -3.733
H -1.144 5.368 -3.450
H 1.407 2.886 -3.205
H -5.001 3.118 -4.034

The value obtained for the relative energy (zero: lowest compared OMol25 entry of this formula, charge and spin) is 197.2 kcal/mol. The value obtained for the HOMO energy is -0.382 hartree. The molar mass comes out at 599.708 g mol⁻¹. As for the calculated total energy: -54119.017 eV. The largest force on an atom comes out at 10.2 eV/Å. Its LUMO energy is -2.4516 eV. The calculation puts the HOMO-LUMO gap at 7.93 eV. The total charge is +1.

These are the Mulliken partial charges, in e, on atoms 1 to 2: atom 1 (C): -0.739, atom 2 (C): -1.054



Entry 3:
This record from OMol25 describes a structure of composition C34H40As2MgN5O8 in a non-equilibrium geometry. The level of theory is ωB97M-V/def2-TZVPD.

Element x y z (Å)
Mg -0.237 -0.023 -0.021
N -5.684 -1.429 -8.280
C -5.152 -1.254 -7.281
C -4.473 -1.036 -6.058
C -3.120 -0.694 -6.079
C -2.446 -0.478 -4.897
C -3.105 -0.613 -3.675
C -4.456 -0.956 -3.659
C -5.142 -1.162 -4.840
C -2.350 -0.376 -2.430
C -1.759 0.882 -2.314
C -1.958 2.009 -3.162
C -1.214 3.037 -2.633
C -0.582 2.516 -1.491
N -0.906 1.245 -1.296
C -2.285 -1.422 -1.495
C -2.893 -2.698 -1.626
C -2.602 -3.408 -0.483
C -1.821 -2.559 0.311
N -1.616 -1.383 -0.283
H -2.614 -0.597 -7.026
H -1.399 -0.212 -4.903
H -4.967 -1.031 -2.711
H -6.190 -1.419 -4.825
H -2.600 2.050 -4.023
H -1.128 4.038 -3.007
H 0.083 3.023 -0.813
H -3.464 -3.037 -2.467
H -2.903 -4.411 -0.246
H -1.414 -2.786 1.291
C 3.421 -6.021 0.212
O 3.648 -4.670 0.611
C 2.663 -4.000 1.177
O 1.527 -4.409 1.345
C 2.975 -2.587 1.457
C 4.217 -2.098 1.484
As 4.735 -0.209 1.426
C 5.673 -0.165 3.148
C 3.039 0.572 1.976
C 1.838 0.018 2.134
As 1.215 -1.781 1.771
C 1.009 -2.259 3.665
C 0.662 0.850 2.403
O -0.132 1.075 1.493
O 0.417 1.110 3.659
C -0.749 1.882 3.952
C 3.109 2.041 2.130
O 2.136 2.752 2.232
O 4.375 2.445 2.106
C 4.650 3.831 2.290
C 5.386 -3.026 1.610
O 5.597 -3.544 2.674
O 6.230 -3.188 0.593
C 5.934 -2.648 -0.677
H 4.141 -6.226 -0.577
H 2.398 -6.130 -0.149
H 3.595 -6.689 1.056
H 6.520 -0.849 3.104
H 5.008 -0.476 3.952
H 6.037 0.843 3.337
H 1.923 -2.018 4.209
H 0.793 -3.322 3.769
H 0.175 -1.685 4.073
H -0.499 2.941 3.881
H -1.038 1.635 4.970
H -1.548 1.644 3.247
H 5.559 4.046 1.731
H 4.811 4.027 3.352
H 3.809 4.424 1.927
H 6.547 -3.202 -1.386
H 6.204 -1.584 -0.718
H 4.876 -2.781 -0.921
C 2.286 -3.095 -2.729
C 1.896 -1.702 -3.249
C 1.211 -1.840 -4.608
C 3.134 -0.811 -3.393
N 0.941 -1.034 -2.356
N 1.492 -0.552 -1.139
H 3.036 -3.530 -3.384
H 1.421 -3.756 -2.721
H 2.695 -3.066 -1.715
H 1.850 -2.391 -5.291
H 1.019 -0.859 -5.030
H 0.270 -2.375 -4.512
H 3.759 -1.199 -4.190
H 3.738 -0.788 -2.483
H 2.834 0.203 -3.648
H 0.177 -1.669 -2.131
H 2.024 0.289 -1.369
H 2.161 -1.226 -0.734

The value obtained for the HOMO energy is -0.370 hartree. The molar mass comes out at 820.870 g mol⁻¹. As for the calculated total energy: -186854.701 eV. The largest force on an atom comes out at 1.1 eV/Å. Its LUMO energy is -3.3069 eV. The calculation puts the HOMO-LUMO gap at 6.75 eV. The total charge is +1.

These are the Mulliken partial charges, in e, on atoms 1 to 2: atom 1 (Mg): 0.393, atom 2 (N): -0.495



Entry 4:
This record from OMol25 describes a cluster of 2 separate species, C34H40BNO2S in total in a non-equilibrium geometry. The level of theory is ωB97M-V/def2-TZVPD.

Element x y z (Å)
C 3.798 0.251 5.396
C 2.937 -0.202 4.288
C 2.582 -1.493 3.956
C 1.750 -1.577 2.794
C 1.448 -0.326 2.290
B 0.286 0.063 1.190
C 1.549 -0.158 0.160
C 2.543 0.809 -0.032
C 3.564 0.643 -0.956
C 3.534 -0.451 -1.863
N 4.342 -0.480 -2.969
C 4.084 -1.388 -4.072
C 5.218 0.631 -3.293
C 2.575 -1.470 -1.625
C 1.587 -1.293 -0.664
O -0.755 -0.899 1.190
C -1.613 -0.501 2.268
C -3.051 -0.758 1.856
C -1.363 -1.394 3.467
C -1.250 1.045 2.524
C -2.365 2.030 2.195
C -0.797 1.323 3.941
O -0.165 1.337 1.627
S 2.236 0.934 3.191
H 4.135 -0.623 5.959
H 4.677 0.779 5.002
H 3.256 0.930 6.067
H 2.915 -2.355 4.534
H 1.385 -2.502 2.360
H 2.532 1.718 0.569
H 4.342 1.404 -1.031
H 3.170 -1.116 -4.632
H 4.939 -1.328 -4.756
H 3.986 -2.419 -3.716
H 5.800 0.935 -2.414
H 5.909 0.287 -4.072
H 4.659 1.504 -3.676
H 2.591 -2.381 -2.225
H 0.811 -2.050 -0.560
H -3.727 -0.552 2.696
H -3.345 -0.156 0.992
H -3.163 -1.812 1.574
H -1.996 -1.103 4.315
H -1.613 -2.426 3.191
H -0.322 -1.383 3.780
H -3.237 1.830 2.835
H -2.011 3.049 2.400
H -2.656 1.977 1.140
H -1.649 1.213 4.627
H 0.010 0.653 4.257
H -0.419 2.350 4.001
C -0.846 0.852 -1.268
C 0.099 1.151 -2.311
C 0.921 2.309 -2.269
C 1.825 2.579 -3.288
C 1.938 1.716 -4.388
C 1.140 0.570 -4.444
C 0.220 0.302 -3.438
C -2.026 0.135 -1.542
C -3.301 0.571 -1.211
C -4.514 -0.211 -1.330
C -5.721 0.200 -0.692
C -6.805 -0.670 -0.573
C -6.747 -1.952 -1.146
C -5.618 -2.323 -1.892
C -4.530 -1.458 -2.010
H -0.775 1.479 -0.385
H 0.845 2.974 -1.404
H 2.455 3.474 -3.238
H 2.617 1.955 -5.212
H 1.214 -0.111 -5.294
H -0.406 -0.590 -3.495
H -1.920 -0.794 -2.108
H -3.420 1.596 -0.839
H -5.770 1.200 -0.260
H -7.699 -0.361 -0.029
H -7.576 -2.651 -1.022
H -5.590 -3.299 -2.381
H -3.663 -1.745 -2.609

The value obtained for the HOMO energy is -0.205 hartree. The molar mass comes out at 537.578 g mol⁻¹. As for the calculated total energy: -53001.033 eV. The largest force on an atom comes out at 4.8 eV/Å. Its LUMO energy is -2.4703 eV. The calculation puts the HOMO-LUMO gap at 3.10 eV.

These are the Mulliken partial charges, in e, on atoms 1 to 2: atom 1 (C): -1.320, atom 2 (C): 0.644



Entry 5:
This record from OMol25 describes a structure of composition C34H40F10N3Ti. The level of theory is ωB97M-V/def2-TZVPD.

Element x y z (Å)
Ti 0.266 0.232 0.432
C -1.010 0.266 3.504
N 0.165 0.639 2.703
C 1.298 -0.143 3.247
C 2.559 -0.025 2.425
N 2.198 -0.021 1.010
C 3.199 0.386 0.157
C 4.580 0.472 0.396
F 5.122 0.046 1.551
C 5.464 0.980 -0.544
F 6.760 1.052 -0.243
C 5.034 1.402 -1.788
F 5.896 1.892 -2.680
C 3.689 1.288 -2.087
F 3.218 1.661 -3.277
C 2.840 0.792 -1.128
F 1.520 0.649 -1.450
C 0.322 2.104 2.842
C 1.100 2.751 1.723
N 0.573 2.322 0.427
C 0.958 3.138 -0.620
C 2.111 3.947 -0.682
F 3.030 3.951 0.307
C 2.442 4.723 -1.781
F 3.559 5.454 -1.750
C 1.668 4.707 -2.923
F 1.999 5.436 -3.991
C 0.560 3.884 -2.935
F -0.208 3.811 -4.026
C 0.235 3.139 -1.822
F -0.841 2.337 -1.927
H -0.886 0.610 4.538
H -1.118 -0.811 3.510
H -1.905 0.716 3.087
H 0.979 -1.184 3.246
H 1.487 0.144 4.289
H 3.213 -0.857 2.696
H 3.097 0.890 2.689
H 0.779 2.335 3.813
H -0.685 2.525 2.838
H 2.162 2.530 1.830
H 0.990 3.832 1.864
C -0.330 -2.050 -0.058
C -1.504 -1.606 0.629
C -2.129 -0.625 -0.235
C -1.328 -0.546 -1.404
C -0.254 -1.466 -1.331
C 0.560 -2.013 -2.490
C 0.590 -1.072 -3.697
C -0.176 -3.296 -2.930
C 1.978 -2.413 -2.074
C -3.471 0.123 -0.161
C -4.631 -0.845 -0.452
C -3.689 0.858 1.164
C -3.562 1.202 -1.246
C -2.098 -2.640 1.625
C -2.694 -3.757 0.740
C -3.209 -2.222 2.597
C -0.980 -3.303 2.452
H 0.327 -2.820 0.313
H -1.539 0.085 -2.252
H -0.423 -0.851 -4.042
H 1.114 -1.562 -4.520
H 1.091 -0.127 -3.496
H -1.203 -3.069 -3.223
H -0.206 -4.025 -2.118
H 0.334 -3.750 -3.783
H 2.568 -1.566 -1.730
H 2.499 -2.860 -2.923
H 1.958 -3.153 -1.272
H -4.756 -1.611 0.305
H -4.474 -1.344 -1.411
H -5.568 -0.286 -0.513
H -3.681 0.196 2.023
H -4.656 1.366 1.145
H -2.918 1.623 1.295
H -3.489 0.789 -2.253
H -2.796 1.961 -1.122
H -4.536 1.690 -1.167
H -3.512 -3.386 0.125
H -3.076 -4.567 1.367
H -1.933 -4.166 0.075
H -4.109 -1.901 2.086
H -2.924 -1.441 3.296
H -3.483 -3.098 3.190
H -0.362 -3.961 1.841
H -1.418 -3.918 3.240
H -0.319 -2.579 2.924

The value obtained for the relative energy (zero: lowest compared OMol25 entry of this formula, charge and spin) is 3.5 kcal/mol. The value obtained for the HOMO energy (spin up / spin down) is -0.275 / -0.277 hartree. The molar mass comes out at 728.562 g mol⁻¹. Its spin multiplicity is 2. As for the calculated total energy: -90667.211 eV. The largest force on an atom comes out at 0.9 eV/Å. Its LUMO energy (spin up / spin down) is 0.2613 / 0.2725 eV. The calculation puts the HOMO-LUMO gap (spin up / spin down) at 7.75 / 7.82 eV.

These are the Mulliken partial charges, in e, on atoms 1 to 2: atom 1 (Ti): -0.269, atom 2 (C): -1.456



Entry 6:
This record from OMol25 describes a structure of composition C34H40N4O2P2Zn in a non-equilibrium geometry. The level of theory is ωB97M-V/def2-TZVPD.

Element x y z (Å)
Zn -0.415 -3.028 1.874
C -0.313 3.619 4.142
C -1.214 3.089 3.276
C -1.049 2.852 1.791
C -0.016 1.686 1.575
C 1.418 2.218 1.558
C 1.751 3.521 1.555
C 1.136 4.672 2.365
C 1.037 4.339 3.858
C 1.584 -3.011 1.898
H -0.668 3.639 5.196
H -2.175 2.718 3.650
H -0.689 3.712 1.193
H -2.022 2.536 1.394
H -0.039 0.941 2.428
H -0.231 1.159 0.609
H 2.135 1.372 1.746
H 2.660 3.799 1.035
H 0.144 5.021 2.011
H 1.830 5.502 2.211
H 1.923 3.786 4.221
H 1.108 5.219 4.523
H 1.821 -2.856 2.962
H 1.774 -2.079 1.374
H 2.143 -3.835 1.437
P 1.564 -1.445 -2.205
P -2.069 -0.894 -2.276
N 2.806 -0.187 -2.399
N 2.451 -2.656 -3.326
N -2.019 0.806 -2.826
N -3.625 -1.259 -3.133
C 0.449 -0.757 -3.512
C -0.919 -1.499 -3.595
C 3.888 -0.090 -1.513
C 4.824 0.738 -2.104
C 4.346 1.126 -3.386
C 3.124 0.502 -3.586
C 2.825 -3.938 -2.894
C 3.146 -4.717 -4.011
C 2.979 -3.894 -5.170
C 2.614 -2.629 -4.709
C -1.653 1.887 -2.005
C -1.412 3.001 -2.813
C -1.632 2.614 -4.179
C -1.963 1.256 -4.163
C -4.409 -0.632 -4.117
C -5.417 -1.518 -4.544
C -5.253 -2.723 -3.781
C -4.152 -2.545 -2.949
H 0.892 -0.793 -4.527
H 0.284 0.303 -3.243
H -1.374 -1.345 -4.588
H -0.813 -2.587 -3.430
H 3.843 -0.600 -0.564
H 5.747 1.033 -1.676
H 4.808 1.786 -4.093
H 2.435 0.505 -4.437
H 2.827 -4.188 -1.835
H 3.444 -5.763 -4.003
H 3.092 -4.206 -6.203
H 2.446 -1.728 -5.269
H -1.621 1.774 -0.926
H -1.118 3.979 -2.476
H -1.589 3.257 -5.057
H -2.136 0.575 -4.998
H -4.195 0.371 -4.468
H -6.177 -1.316 -5.301
H -5.891 -3.594 -3.834
H -3.678 -3.224 -2.266
O -1.333 -2.817 3.811
C -0.750 -1.790 4.348
O -0.004 -1.004 3.712
C -0.981 -1.459 5.788
C -0.675 -0.137 6.149
C -0.916 0.377 7.419
C -1.448 -0.454 8.417
C -1.626 -1.815 8.119
C -1.422 -2.317 6.810
H -0.246 0.520 5.391
H -0.710 1.430 7.600
H -1.680 -0.045 9.407
H -1.911 -2.493 8.935
H -1.651 -3.368 6.599

The value obtained for the relative energy (zero: lowest compared OMol25 entry of this formula, charge and spin) is 16.2 kcal/mol. The value obtained for the HOMO energy is -0.302 hartree. The molar mass comes out at 664.058 g mol⁻¹. As for the calculated total energy: -112953.426 eV. The largest force on an atom comes out at 3.9 eV/Å. Its LUMO energy is -1.5076 eV. The calculation puts the HOMO-LUMO gap at 6.71 eV.

These are the Mulliken partial charges, in e, on atoms 1 to 2: atom 1 (Zn): 0.481, atom 2 (C): -0.525